9
Properties=species:S:1:pos:R:3:forces:R:3 method="wB97M-V/def2-TZVPD" charge=0 e_lumo_ev=0.34
O 1.990 -0.350 1.295 -0.82 0.43 -0.95
C 1.328 0.090 0.458 0.81 -0.40 0.88
N 0.738 0.833 -0.399 0.23 -0.03 0.07
C -0.653 0.591 -0.020 -0.34 -0.04 -0.01
C -0.996 -0.760 -0.055 0.00 0.07 0.08
O -0.140 -1.660 -0.193 -0.04 0.07 -0.07
H 1.050 0.813 -1.368 0.02 0.00 -0.01
H -1.254 1.451 0.223 0.03 -0.09 -0.06
H -2.063 -1.009 0.060 0.10 -0.02 0.06

13
Properties=species:S:1:pos:R:3:forces:R:3 method="wB97M-V/def2-TZVPD" charge=0 e_lumo_ev=0.91
C 1.875 -0.642 -0.984 0.06 0.03 -0.15
N 1.123 -0.752 0.241 -0.16 0.09 -0.01
C -0.030 -0.208 0.502 0.20 -0.06 -0.13
O -0.385 -0.542 1.696 -0.04 0.01 0.02
O -0.738 0.561 -0.304 0.18 -0.13 0.07
C -1.977 1.038 0.233 -0.26 0.11 0.09
H 1.995 -1.623 -1.457 -0.01 0.14 0.07
H 2.872 -0.233 -0.789 -0.14 -0.07 -0.03
H 1.361 0.021 -1.691 0.09 -0.09 0.08
H 0.752 -1.106 1.494 -0.04 0.00 0.05
H -2.621 0.198 0.504 0.08 0.12 -0.04
H -2.432 1.630 -0.561 0.06 -0.09 0.12
H -1.795 1.656 1.115 -0.03 -0.08 -0.12

23
Properties=species:S:1:pos:R:3:forces:R:3 method="wB97M-V/def2-TZVPD" charge=0 smiles="C/N=C(/F)C(=O)O.C=C1CN=CN1" e_lumo_ev=0.08
C -0.706 -3.356 0.467 1.71 1.79 -1.32
N 0.045 -2.506 1.325 1.26 0.38 0.17
C 0.954 -1.723 1.012 0.33 -0.10 0.05
F 1.551 -1.136 2.046 0.66 0.79 0.32
C 1.642 -1.168 -0.276 -0.04 0.85 -1.62
O 2.203 -0.103 -0.400 -0.39 -1.38 0.96
O 1.461 -1.970 -1.355 -0.05 -0.42 -0.04
H -1.595 -3.457 0.955 -2.67 -0.81 0.95
H -0.839 -2.814 -0.467 -0.22 -0.69 -0.55
H -0.181 -4.282 0.384 0.14 -0.72 -0.38
H 1.886 -1.611 -2.178 -0.37 0.00 1.34
C -0.657 0.677 0.634 -0.91 -1.06 0.18
C -0.100 1.789 0.283 2.00 1.28 0.00
C 1.107 2.485 0.994 -1.61 0.63 1.31
N 1.384 3.680 0.236 -1.37 0.14 -2.93
C 0.696 3.510 -0.869 1.75 -0.64 3.19
N -0.136 2.430 -0.945 -0.65 -0.50 -1.13
H -1.234 0.046 -0.001 -0.61 -0.17 -0.39
H -0.397 0.327 1.585 -0.02 -0.60 1.27
H 1.062 2.766 2.096 -0.30 -0.89 -1.34
H 1.903 1.803 0.786 0.80 -0.50 0.38
H 0.815 4.025 -1.737 0.33 2.06 -2.09
H -0.429 2.025 -1.864 0.24 0.58 1.67

In the order shown, the computed E_HOMO values come out to -8.33, -9.19, -8.04 eV.
In the order shown, the computed total energy values come out to -8741.865, -8807.804, -18701.575 eV.